1.
Computed, not measured: a 11-piece molecular cluster, C60H64N8O25 overall in a non-equilibrium geometry, with ωB97M-V/def2-TZVPD.

Calculated values
SMILES = O=[N+]([O-])c1ccccc1.O=[N+]([O-])c1ccccc1.O=[N+]([O-])c1ccccc1.O=[N+]([O-])c1ccccc1.O=[N+]([O-])c1ccccc1.O=[N+]([O-])c1ccccc1.O=[N+]([O-])c1ccccc1.O=[N+]([O-])c1ccccc1.CCOC(=O)OC.CCOC(=O)OC.CCOC(=O)OC
E = -126341.3105 eV
gap between HOMO and LUMO = 8.59 eV

Cartesian coordinates (Å):
O 5.200 -10.432 -0.060
N 4.193 -10.008 -0.680
O 3.493 -10.741 -1.413
C 3.898 -8.544 -0.765
C 2.558 -8.089 -0.967
C 2.279 -6.704 -1.069
C 3.350 -5.789 -1.065
C 4.639 -6.225 -0.946
C 4.952 -7.573 -0.708
H 1.763 -8.815 -1.049
H 1.240 -6.411 -1.106
H 3.305 -4.727 -1.253
H 5.474 -5.541 -0.969
H 5.976 -7.897 -0.587
O 2.222 6.517 -5.113
N 1.766 5.469 -4.719
O 0.747 5.035 -5.262
C 2.277 4.878 -3.448
C 1.699 3.738 -2.908
C 2.172 3.216 -1.689
C 3.241 3.909 -1.070
C 3.896 4.943 -1.653
C 3.391 5.450 -2.832
H 0.898 3.288 -3.474
H 1.745 2.341 -1.220
H 3.569 3.650 -0.074
H 4.702 5.385 -1.085
H 3.862 6.314 -3.277
O 4.499 -2.867 0.202
N 4.497 -1.666 -0.064
O 3.739 -0.885 0.529
C 5.167 -1.174 -1.303
C 5.001 0.069 -1.875
C 5.650 0.427 -3.025
C 6.358 -0.518 -3.702
C 6.647 -1.762 -3.081
C 6.055 -2.067 -1.931
H 4.283 0.716 -1.394
H 5.440 1.419 -3.397
H 6.795 -0.304 -4.667
H 7.259 -2.504 -3.573
H 6.321 -3.078 -1.663
O 2.207 5.276 2.331
N 1.322 4.476 2.545
O 1.259 3.431 1.921
C 0.279 4.635 3.621
C 0.167 5.834 4.267
C -0.668 5.982 5.424
C -1.572 4.902 5.736
C -1.488 3.691 4.976
C -0.496 3.577 4.039
H 0.745 6.672 3.908
H -0.682 6.940 5.922
H -2.355 5.020 6.470
H -2.107 2.863 5.287
H -0.462 2.688 3.426
O -0.850 -3.560 -5.593
N -1.752 -2.822 -5.151
O -2.335 -3.017 -4.114
C -2.153 -1.613 -5.939
C -1.252 -0.972 -6.813
C -1.688 0.016 -7.685
C -2.939 0.645 -7.476
C -3.796 0.153 -6.520
C -3.392 -0.972 -5.783
H -0.293 -1.434 -6.996
H -1.000 0.373 -8.437
H -3.243 1.438 -8.143
H -4.757 0.636 -6.426
H -4.083 -1.441 -5.098
O -6.235 4.447 -2.632
N -5.296 4.822 -3.334
O -5.173 5.939 -3.858
C -4.208 3.876 -3.542
C -4.288 2.527 -3.080
C -3.217 1.635 -3.230
C -2.041 1.995 -3.849
C -1.952 3.264 -4.391
C -2.997 4.198 -4.201
H -5.221 2.330 -2.572
H -3.363 0.630 -2.863
H -1.229 1.284 -3.878
H -1.022 3.508 -4.883
H -2.833 5.143 -4.696
O -3.086 -8.531 2.067
N -2.146 -7.775 1.880
O -0.997 -8.145 2.177
C -2.306 -6.377 1.429
C -3.497 -5.698 1.494
C -3.541 -4.357 0.983
C -2.417 -3.728 0.526
C -1.228 -4.409 0.402
C -1.159 -5.726 0.868
H -4.384 -6.009 2.027
H -4.492 -3.845 0.962
H -2.584 -2.790 0.017
H -0.352 -3.922 -0.002
H -0.245 -6.293 0.774
O -3.984 3.059 3.206
N -3.764 4.185 2.751
O -3.979 5.219 3.414
C -3.084 4.258 1.413
C -2.331 3.209 0.915
C -1.618 3.375 -0.311
C -1.780 4.580 -0.998
C -2.600 5.632 -0.487
C -3.241 5.459 0.705
H -2.280 2.214 1.332
H -1.041 2.586 -0.771
H -1.240 4.679 -1.929
H -2.741 6.561 -1.019
H -3.853 6.263 1.086
C 5.344 -1.544 4.847
C 4.328 -1.680 3.762
O 2.997 -1.876 4.244
C 2.282 -0.787 4.582
O 2.612 0.464 4.401
O 1.187 -1.203 5.093
C 0.365 -0.384 5.877
H 5.514 -2.407 5.491
H 5.153 -0.649 5.439
H 6.297 -1.383 4.343
H 4.634 -2.545 3.173
H 4.357 -0.916 2.985
H 0.434 -0.603 6.943
H -0.683 -0.285 5.593
H 0.738 0.622 5.687
C 1.660 -1.892 -2.750
C 0.136 -1.982 -2.475
O -0.109 -1.893 -1.089
C -0.028 -0.676 -0.448
O -0.016 0.435 -1.029
O 0.028 -0.924 0.825
C 0.288 0.111 1.741
H 2.058 -0.914 -2.482
H 1.867 -2.056 -3.807
H 2.257 -2.615 -2.194
H -0.229 -2.969 -2.759
H -0.524 -1.222 -2.893
H -0.600 0.503 2.236
H 0.782 0.996 1.339
H 1.010 -0.364 2.405
C -5.349 2.232 6.814
C -5.599 1.120 5.901
O -4.269 0.666 5.477
C -4.030 -0.153 4.457
O -4.887 -0.572 3.678
O -2.755 -0.478 4.439
C -2.287 -1.490 3.471
H -4.581 2.842 6.338
H -4.917 1.944 7.773
H -6.211 2.821 7.126
H -6.218 1.496 5.086
H -6.125 0.343 6.456
H -3.114 -2.187 3.334
H -1.435 -2.029 3.886
H -2.149 -1.040 2.488

2.
Computed, not measured: a 7-piece molecular cluster, C60H65N10O4S3 overall in a non-equilibrium geometry, with ωB97M-V/def2-TZVPD.

Calculated values
E = -118858.9178 eV
charge = +1
gap between HOMO and LUMO = 5.42 eV

Cartesian coordinates (Å):
C 6.678 1.818 1.214
C 6.067 2.906 0.333
C 4.891 3.641 0.981
N 3.785 2.694 1.269
C 2.927 2.443 0.259
C 1.889 1.540 0.369
C 0.973 1.320 -0.802
C 0.632 2.603 -1.572
C -0.638 2.379 -2.423
S -2.104 3.196 -1.746
C -2.954 1.977 -0.710
S -2.576 1.855 0.859
N -3.916 1.235 -1.422
C -4.914 0.584 -0.611
C -5.157 -0.782 -0.640
C -6.171 -1.330 0.139
C -6.944 -0.534 0.970
C -6.699 0.835 1.002
C -5.711 1.382 0.209
C -3.190 0.355 -2.328
C -3.426 0.483 -3.687
C -2.741 -0.312 -4.600
C -1.839 -1.257 -4.128
C -1.596 -1.393 -2.765
C -2.279 -0.587 -1.865
C 1.763 0.875 1.595
C 0.721 -0.180 1.806
O -0.382 0.010 2.192
O 1.161 -1.481 1.538
O 1.330 -1.506 0.105
C 2.648 -1.894 -0.163
O 3.233 -1.305 -1.023
C 3.201 -3.005 0.634
C 4.507 -2.927 1.105
C 5.060 -3.960 1.845
C 4.282 -5.078 2.132
C 2.976 -5.171 1.660
C 2.436 -4.136 0.915
C 2.605 1.158 2.665
N 2.438 0.462 3.846
C 1.617 0.757 4.793
C 0.576 -0.208 5.237
C 1.685 2.060 5.555
C 3.629 2.095 2.463
N 4.536 2.364 3.498
C 4.509 3.414 4.118
S 4.585 4.760 4.870
H 7.534 1.377 0.712
H 6.955 2.182 2.202
H 5.972 0.999 1.375
H 6.837 3.641 0.109
H 5.699 2.426 -0.574
H 4.511 4.376 0.278
H 5.204 4.162 1.879
H 3.096 2.959 -0.673
H 1.432 0.595 -1.474
H 0.039 0.873 -0.462
H 0.422 3.430 -0.896
H 1.455 2.851 -2.245
H -0.792 1.306 -2.495
H -0.517 2.739 -3.441
H -4.590 -1.446 -1.274
H -6.362 -2.393 0.087
H -7.725 -0.999 1.554
H -7.288 1.472 1.646
H -5.520 2.447 0.214
H -4.131 1.229 -4.029
H -2.943 -0.179 -5.652
H -1.326 -1.888 -4.842
H -0.897 -2.146 -2.429
H -2.102 -0.703 -0.802
H 5.101 -2.053 0.871
H 6.081 -3.886 2.187
H 4.697 -5.882 2.725
H 2.392 -6.046 1.908
H 1.412 -4.191 0.570
H -0.351 0.089 4.736
H 0.807 -1.217 4.905
H 0.385 -0.163 6.306
H 1.076 2.008 6.451
H 1.284 2.866 4.933
H 2.727 2.232 5.807
N 5.400 -7.046 -0.671
C 4.747 -7.704 -1.678
C 5.693 -8.251 -2.503
C 6.967 -7.913 -1.970
C 6.752 -7.172 -0.839
H 4.955 -6.547 0.077
H 3.672 -7.726 -1.721
H 5.495 -8.830 -3.389
H 7.928 -8.185 -2.371
H 7.443 -6.725 -0.144
N -4.096 2.756 -7.854
C -3.180 2.725 -6.837
C -3.682 3.462 -5.797
C -4.953 3.954 -6.203
C -5.179 3.497 -7.475
H -3.990 2.304 -8.743
H -2.254 2.186 -6.942
H -3.195 3.633 -4.851
H -5.622 4.571 -5.626
H -6.014 3.639 -8.141
N -8.855 3.979 -7.346
C -9.977 3.499 -7.965
C -10.554 4.536 -8.648
C -9.746 5.686 -8.435
C -8.705 5.310 -7.629
H -8.235 3.438 -6.770
H -10.267 2.467 -7.867
H -11.454 4.478 -9.236
H -9.911 6.675 -8.829
H -7.875 5.872 -7.235
N -8.124 -5.021 -0.667
C -7.074 -5.571 0.019
C -7.498 -6.759 0.551
C -8.855 -6.935 0.168
C -9.211 -5.848 -0.583
H -8.102 -4.146 -1.157
H -6.121 -5.073 0.069
H -6.902 -7.429 1.148
H -9.495 -7.764 0.416
H -10.141 -5.593 -1.063
N 5.685 8.017 5.023
C 6.714 8.285 4.158
C 7.205 9.523 4.465
C 6.447 10.022 5.560
C 5.519 9.071 5.883
H 5.140 7.177 5.023
H 7.006 7.575 3.404
H 8.019 10.020 3.964
H 6.571 10.971 6.053
H 4.759 9.053 6.645
N 4.073 -5.021 5.815
C 5.252 -5.333 6.439
C 5.064 -6.499 7.130
C 3.720 -6.910 6.912
C 3.136 -5.979 6.096
H 3.920 -4.214 5.239
H 6.118 -4.701 6.339
H 5.805 -7.004 7.725
H 3.240 -7.788 7.309
H 2.139 -5.917 5.693